No. 1
Formula: H32O16
Source: the Open Molecules 2025 dataset
Level of theory: ωB97M-V/def2-TZVPD

Largest force on an atom (eV/A): 3.2
E (eV): -33279.966
Orbital gap (eV): 8.760

The geometry in ORCA input format:
```
! wB97M-V def2-TZVPD RIJCOSX def2/J DEFGRID3
* xyz 0 1
O -3.10 2.46 2.42
H 1.63 1.41 2.26
O -2.76 0.96 -0.26
H -0.51 0.20 2.41
O 3.72 -1.35 -0.05
H 2.45 1.28 -1.56
H -3.65 1.37 -0.17
H -2.96 0.14 -0.63
H -2.46 -2.13 0.94
O 1.44 -1.52 -1.32
H 4.27 -1.36 -0.78
H -1.02 0.18 -2.57
H -2.89 -1.94 -0.56
H 0.49 2.23 1.65
O -0.73 2.82 0.45
O 2.51 1.36 -0.61
H -2.59 1.69 2.24
H 2.78 -0.42 1.31
H 1.16 -2.40 -1.65
H -0.92 3.66 0.04
O -1.24 -0.72 -2.56
O 0.85 -2.48 1.73
O -0.41 1.72 -2.30
H 1.71 0.93 -0.26
H -0.98 -0.05 0.48
O -0.52 -4.04 -0.23
H -1.56 -0.70 3.25
O 1.13 2.22 2.37
O 2.41 -0.07 2.10
H 0.68 -1.65 1.33
H 1.96 0.80 -4.02
O -2.17 -1.99 0.05
H 3.08 -0.06 2.76
H -3.91 2.34 1.91
O -0.04 0.04 0.41
H 0.89 0.99 -2.81
O 1.71 0.51 -3.13
H -0.57 1.89 -1.40
H 0.16 -0.51 -0.39
H 0.39 -3.97 0.07
H -0.93 2.42 -2.70
H 2.84 -1.29 -0.46
H -1.57 2.42 0.33
H 0.94 -2.34 2.65
O -1.41 0.13 2.73
H -0.87 -1.01 -3.41
H 1.41 -0.97 -2.11
H -0.88 -3.18 0.05
*
```

=====

No. 2
Formula: H35O17
Source: the Open Molecules 2025 dataset
Level of theory: ωB97M-V/def2-TZVPD

Largest force on an atom (eV/A): 5.4
E (eV): -35366.819
Orbital gap (eV): 10.374

The geometry in ORCA input format:
```
! wB97M-V def2-TZVPD RIJCOSX def2/J DEFGRID3
* xyz 1 1
H -0.69 4.42 -2.34
H 1.22 0.58 0.73
O 0.66 2.39 1.09
H 2.67 0.49 1.57
H -0.49 1.36 -2.11
O 1.80 -2.65 0.93
H 3.66 1.39 2.96
H 2.33 0.06 -0.65
H -3.46 -0.03 -3.93
O -0.73 1.93 -1.26
H 2.09 -0.56 -1.95
O -2.60 3.83 -0.31
H -2.63 -0.48 -1.06
H 0.20 -2.21 0.20
H 1.91 -2.77 -0.70
H -1.14 -1.79 -0.87
H -1.31 -4.91 2.30
H 0.47 3.96 -1.47
H 4.48 2.57 2.40
H 4.46 0.77 -1.41
O 2.18 0.06 0.92
H -0.34 1.39 -0.47
O 4.16 -0.10 -1.24
O -3.51 -1.04 -3.76
H -4.11 -0.18 2.36
H 1.77 -3.29 1.63
O 3.86 1.87 2.23
O -0.23 -0.72 2.46
H 2.39 -1.93 1.27
H -1.21 -0.95 2.28
H -0.15 2.10 1.37
H 0.63 3.36 1.06
H -0.26 -0.64 3.38
O -2.91 -1.43 -1.17
H -2.92 4.03 0.54
O -0.32 -1.57 -0.28
H -2.97 -1.50 -2.19
H -1.83 4.19 -0.66
H 4.72 -0.73 -0.67
O -0.30 4.49 -1.44
O -2.92 1.00 -0.18
H 0.65 -0.67 -0.93
H -3.20 -1.47 -4.61
O 1.42 -0.12 -1.40
H -0.19 -5.25 1.08
O -0.29 -4.94 2.06
O -3.21 -0.05 2.48
H 3.10 -3.44 -1.47
O 2.41 -2.83 -1.56
H -3.70 0.96 0.27
H -2.51 1.88 -0.35
H -3.08 -0.86 2.87
*
```

=====

No. 3
Formula: H36O18
Source: the Open Molecules 2025 dataset
Level of theory: ωB97M-V/def2-TZVPD

Largest force on an atom (eV/A): 3.1
E (eV): -37437.667
<S²>: 0.7506
Orbital gap (spin up / spin down) (eV): 1.736 / 9.439

The geometry in ORCA input format:
```
! wB97M-V def2-TZVPD RIJCOSX def2/J DEFGRID3
* xyz -1 2
H -2.95 2.28 -3.49
H -2.80 -5.21 -0.47
O 1.17 -4.30 0.63
H 2.20 1.40 -2.54
H -0.19 -2.75 3.46
O 0.39 6.04 -0.68
H 1.32 -5.25 0.47
H 2.17 3.73 1.80
H -5.42 -1.34 -2.28
H 1.25 -2.86 -1.06
O 2.50 3.91 2.69
H 0.43 -0.47 0.10
O -5.43 -0.53 -1.84
H 3.02 -3.02 1.88
H -0.33 -2.87 0.75
H 3.17 0.58 -1.71
O 3.61 -3.41 1.23
H -0.28 6.37 -1.34
H -5.28 -0.78 -0.95
H 1.53 -3.70 -2.35
H -1.65 -2.58 0.19
O 0.91 -4.04 -3.05
H -2.32 -0.37 4.55
H -3.43 0.31 5.27
H 2.08 -0.74 1.78
H 4.43 -2.95 1.42
O 0.82 3.83 -3.47
H 2.29 0.38 2.84
H -1.97 3.72 -0.25
O 2.30 0.52 -2.18
H -0.43 2.45 2.04
H -2.24 3.04 -2.35
O 2.71 -0.39 2.49
H -1.52 2.54 3.09
H 0.03 3.28 -3.14
H 2.15 -4.13 0.65
H 0.77 -1.66 -1.98
H 1.68 -0.10 -0.76
O -0.95 3.08 2.52
O -2.82 -4.96 -1.40
O 1.34 -0.25 0.15
O -1.76 4.15 -1.09
O 1.49 -2.10 -1.56
H -1.94 5.07 -1.21
O -0.89 -2.11 0.54
H 2.57 4.86 2.72
O -2.97 0.28 4.39
O -2.09 2.65 -3.26
H -2.34 -4.28 -1.81
H 0.90 -1.74 3.89
H 1.01 5.57 -1.27
H 0.40 4.69 -3.45
O 0.11 -1.84 3.36
H 1.27 -4.01 -3.96
*
```

=====

No. 4
Formula: H37O18
Source: the Open Molecules 2025 dataset
Level of theory: ωB97M-V/def2-TZVPD

Largest force on an atom (eV/A): 4.6
E (eV): -37446.274
Orbital gap (eV): 9.734

The geometry in ORCA input format:
```
! wB97M-V def2-TZVPD RIJCOSX def2/J DEFGRID3
* xyz 1 1
H 4.29 -1.11 2.11
O 2.00 -1.01 1.15
H 0.88 1.53 1.85
O 4.66 -1.44 1.27
H -2.30 4.92 -2.05
O -0.07 0.94 0.61
H 2.91 0.11 -3.00
H 5.02 -2.37 1.13
H -1.06 3.86 -5.03
H -0.63 -4.22 -1.22
O -4.35 -1.20 1.74
H -2.78 -3.90 2.07
O 1.47 2.25 2.39
H 0.61 0.43 -2.88
H 1.35 -1.73 1.31
O -0.21 3.42 -4.88
H -3.05 4.00 -0.89
H -1.43 5.57 2.53
H -2.09 -1.30 4.72
O -1.64 -2.06 4.40
H -1.95 4.94 1.38
H -0.35 2.74 -4.13
O -1.04 -3.62 -0.54
H 0.20 4.16 0.01
H -0.96 1.98 3.38
H 3.33 -2.17 -0.88
O 3.58 -2.27 -1.80
H -1.58 -3.29 1.12
O 2.41 -0.14 -3.71
H 0.74 -5.47 -1.88
H -1.04 -2.02 -2.75
O -0.72 1.69 4.29
H 0.83 2.71 -0.11
H 2.63 0.50 -4.45
H 4.46 -2.05 -1.54
H 0.44 0.52 -0.20
H -1.99 -3.75 -0.91
O -2.28 4.48 -1.16
O -1.27 4.73 2.05
H 2.55 -1.16 0.42
H -4.79 -1.92 2.22
H -4.82 -0.52 2.28
H -0.51 -5.87 -2.79
H -0.91 2.46 4.81
H -2.06 -2.14 3.46
O 0.59 1.26 -2.31
O -0.02 -5.17 -2.31
H 0.38 1.73 -3.14
O -1.66 -2.19 -3.43
H 0.92 2.83 3.08
H -0.17 0.10 1.00
H 1.33 2.99 1.47
O 0.92 3.59 0.29
O -1.94 -3.35 2.01
H -2.49 -2.73 -3.23
*
```